# 1
The following is a DFT calculation (wB97M-V/def2-TZVPD) of a structure of composition C4H6N2O.

relative energy (zero: lowest compared OMol25 entry of this formula, charge and spin): 492.8 kJ/mol
frontier orbital gap: 7.67 eV
E_HOMO: -7.2 eV

Structure (ORCA input):
```
! wB97M-V def2-TZVPD RIJCOSX def2/J DEFGRID3
* xyz 0 1
C 0.787 1.393 0.986
N -0.340 -1.552 -0.997
C -0.157 -0.168 -0.873
C 0.480 0.099 0.327
C -0.340 -1.405 0.618
O -0.524 0.746 -1.786
N 0.837 -1.177 1.102
H -0.768 0.317 -2.616
H -1.274 -1.789 -1.326
H -1.303 -1.634 1.081
H 1.868 1.539 1.050
H 0.348 2.224 0.432
H 0.386 1.406 2.001
*
```

# 2
The following is a DFT calculation (wB97M-V/def2-TZVPD) of the molecule C4H6N2O.

relative energy (zero: lowest compared OMol25 entry of this formula, charge and spin): 202.1 kJ/mol
frontier orbital gap: 9.84 eV
SMILES string: COc1cc[nH]n1
E_HOMO: -8.8 eV

Structure (ORCA input):
```
! wB97M-V def2-TZVPD RIJCOSX def2/J DEFGRID3
* xyz 0 1
C 0.556 -0.916 1.973
O -0.033 0.344 1.620
C -0.053 0.426 0.264
C -0.049 1.490 -0.693
C -0.428 0.855 -1.859
N -0.510 -0.457 -1.585
N -0.280 -0.733 -0.313
H 0.778 -0.885 3.029
H -0.089 -1.786 1.749
H 1.500 -0.889 1.399
H 0.200 2.542 -0.638
H -0.691 1.222 -2.837
H -0.901 -1.212 -2.108
*
```

# 3
The following is a DFT calculation (wB97M-V/def2-TZVPD) of a structure of composition C4H6N2O.

relative energy (zero: lowest compared OMol25 entry of this formula, charge and spin): 608.1 kJ/mol
frontier orbital gap (alpha / beta): 8.67 / 8.66 eV
E_HOMO (alpha / beta): -8.0 / -8.0 eV

Structure (ORCA input):
```
! wB97M-V def2-TZVPD RIJCOSX def2/J DEFGRID3
* xyz 0 1
C -1.661 0.703 0.595
C -0.643 0.044 1.126
C 0.435 -1.648 -0.606
C 0.435 -0.526 0.356
N 2.485 0.999 0.722
N 1.656 0.946 -0.166
O 1.182 -1.647 0.601
H -2.512 1.066 1.217
H -1.710 1.017 -0.444
H -0.341 0.178 2.086
H -0.272 -2.493 -0.796
H 1.133 -1.762 -1.435
H 3.029 1.764 0.579
*
```

# 4
The following is a DFT calculation (wB97M-V/def2-TZVPD) of the molecule C4H6N2O.

relative energy (zero: lowest compared OMol25 entry of this formula, charge and spin): 299.8 kJ/mol
frontier orbital gap: 10.45 eV
SMILES string: [H]/N=C(\C#N)OCC
E_HOMO: -10.7 eV

Structure (ORCA input):
```
! wB97M-V def2-TZVPD RIJCOSX def2/J DEFGRID3
* xyz 0 1
H -1.382 -1.456 2.353
N -1.211 -1.039 1.443
C -0.049 -0.576 1.348
C 0.989 -0.565 2.485
N 1.472 -1.623 2.343
O 0.522 -0.080 0.263
C -0.377 0.155 -0.834
C 0.441 0.760 -1.951
H -0.847 -0.792 -1.115
H -1.159 0.829 -0.473
H 1.213 0.063 -2.289
H -0.214 0.991 -2.796
H 0.924 1.684 -1.621
*
```

Q: Among the records above, which one has the lowest relative energy (zero: lowest compared OMol25 entry of this formula, charge and spin)?
A: number 2

Q: What is the relative energy (zero: lowest compared OMol25 entry of this formula, charge and spin) in the third record?
A: 608.1 kJ/mol

What did the first record say?
The following is a DFT calculation (wB97M-V/def2-TZVPD) of a structure of composition C4H6N2O.

relative energy (zero: lowest compared OMol25 entry of this formula, charge and spin): 492.8 kJ/mol
frontier orbital gap: 7.67 eV
E_HOMO: -7.2 eV

Structure (ORCA input):
```
! wB97M-V def2-TZVPD RIJCOSX def2/J DEFGRID3
* xyz 0 1
C 0.787 1.393 0.986
N -0.340 -1.552 -0.997
C -0.157 -0.168 -0.873
C 0.480 0.099 0.327
C -0.340 -1.405 0.618
O -0.524 0.746 -1.786
N 0.837 -1.177 1.102
H -0.768 0.317 -2.616
H -1.274 -1.789 -1.326
H -1.303 -1.634 1.081
H 1.868 1.539 1.050
H 0.348 2.224 0.432
H 0.386 1.406 2.001
*
```

What did the second record say?
The following is a DFT calculation (wB97M-V/def2-TZVPD) of the molecule C4H6N2O.

relative energy (zero: lowest compared OMol25 entry of this formula, charge and spin): 202.1 kJ/mol
frontier orbital gap: 9.84 eV
SMILES string: COc1cc[nH]n1
E_HOMO: -8.8 eV

Structure (ORCA input):
```
! wB97M-V def2-TZVPD RIJCOSX def2/J DEFGRID3
* xyz 0 1
C 0.556 -0.916 1.973
O -0.033 0.344 1.620
C -0.053 0.426 0.264
C -0.049 1.490 -0.693
C -0.428 0.855 -1.859
N -0.510 -0.457 -1.585
N -0.280 -0.733 -0.313
H 0.778 -0.885 3.029
H -0.089 -1.786 1.749
H 1.500 -0.889 1.399
H 0.200 2.542 -0.638
H -0.691 1.222 -2.837
H -0.901 -1.212 -2.108
*
```